No. 1
{"formula": "C4H9NO", "method": "wB97M-V/def2-TZVPD", "orbital_gap_ev": 10.84, "charge": 0, "smiles": "C[C@H]1N[C@H]1CO", "e_tot_ha": -287.76149, "e_above_lowest_kj_mol": 186.3, "max_force_ha_per_bohr": 0.0081, "homo_ha": -0.3592, "e_lumo_ev": 1.06, "symbols": ["C", "C", "N", "C", "C", "O", "H", "H", "H", "H", "H", "H", "H", "H", "H"], "xyz": [[-1.7870, 0.5073, 0.3860], [-0.8945, -0.1151, -0.6581], [0.2635, 0.6576, -1.1068], [0.4818, -0.6229, -0.4259], [1.2565, -0.4892, 0.8655], [2.5247, 0.0733, 0.6076], [-2.3875, -0.2572, 0.8915], [-1.2089, 1.0532, 1.1356], [-2.4713, 1.2198, -0.0877], [-1.4421, -0.6491, -1.4368], [0.3997, 0.5709, -2.1092], [0.7984, -1.4587, -1.0507], [1.4307, -1.4722, 1.3139], [0.6958, 0.1157, 1.5926], [2.3401, 0.8668, 0.0826]]}

No. 2
{"formula": "C4H9NO", "method": "wB97M-V/def2-TZVPD", "orbital_gap_ev": 9.47, "charge": 0, "e_tot_ha": -287.72187, "e_above_lowest_kj_mol": 290.3, "max_force_ha_per_bohr": 0.0754, "homo_ha": -0.3169, "e_lumo_ev": 0.84, "symbols": ["C", "C", "C", "N", "C", "O", "H", "H", "H", "H", "H", "H", "H", "H", "H"], "xyz": [[-1.1093, -1.3878, 0.2764], [-0.9029, 1.0970, -0.8266], [1.0603, -0.2055, 0.0397], [2.2105, 0.3124, 0.5417], [-0.2023, 0.4416, 0.3470], [1.0587, -1.3803, -0.3980], [2.2721, 1.2720, 0.8314], [3.0583, -0.2226, 0.4488], [-0.1824, 1.0569, 1.2463], [-1.0648, -2.0453, -0.5812], [-2.0744, -0.8973, 0.2454], [-0.8450, -1.8313, 1.2267], [-1.9743, 1.2156, -0.6322], [-0.8091, 0.4852, -1.7245], [-0.4954, 2.0893, -1.0407]]}

No. 3
{"formula": "C4H9NO", "method": "wB97M-V/def2-TZVPD", "orbital_gap_ev": 9.17, "charge": 0, "smiles": "C=CC(=C)N.O", "e_tot_ha": -287.75474, "e_above_lowest_kj_mol": 204.0, "max_force_ha_per_bohr": 0.0180, "homo_ha": -0.3027, "e_lumo_ev": 0.93, "symbols": ["C", "C", "C", "C", "N", "H", "H", "H", "H", "H", "H", "H", "O", "H", "H"], "xyz": [[-2.0933, -1.2905, -0.4392], [-1.1966, -0.9105, 0.4638], [-0.4032, 0.3330, 0.3906], [0.2008, 0.7449, -0.7352], [-0.2553, 1.0197, 1.5938], [-2.4291, -2.3134, -0.3839], [-2.3777, -0.5927, -1.2062], [-0.8517, -1.6440, 1.1860], [0.0134, 0.2104, -1.6476], [0.9680, 1.5013, -0.6461], [-0.9399, 0.8185, 2.3031], [-0.0384, 2.0001, 1.5432], [3.1692, 0.1589, -1.1849], [3.7435, 0.3761, -0.4440], [2.4904, -0.4117, -0.7934]]}

No. 4
{"formula": "C4H9NO", "method": "wB97M-V/def2-TZVPD", "orbital_gap_ev": 10.85, "charge": 0, "smiles": "[H]/N=C/O.C=CC", "e_tot_ha": -287.77230, "e_above_lowest_kj_mol": 157.9, "max_force_ha_per_bohr": 0.0080, "homo_ha": -0.3591, "e_lumo_ev": 1.07, "symbols": ["H", "N", "C", "O", "H", "H", "C", "C", "C", "H", "H", "H", "H", "H", "H"], "xyz": [[-0.5786, 2.8765, 0.6500], [-0.4761, 1.9632, 0.2176], [-1.5603, 1.6092, -0.3375], [-1.7116, 0.4507, -0.9815], [-2.4924, 2.1807, -0.3635], [-0.8573, -0.0287, -0.9499], [1.3320, -0.4565, -0.9922], [0.8746, -1.4084, -0.1759], [0.4913, -1.1981, 1.2620], [1.5930, -0.6757, -2.0248], [1.4407, 0.5714, -0.6529], [0.7670, -2.4231, -0.5616], [-0.4706, -1.6757, 1.4830], [1.2332, -1.6535, 1.9296], [0.4151, -0.1321, 1.4977]]}

No. 5
{"formula": "C4H9NO", "method": "wB97M-V/def2-TZVPD", "orbital_gap_ev": 9.74, "charge": 0, "smiles": "C=C(CN)CO", "e_tot_ha": -287.66956, "e_above_lowest_kj_mol": 427.7, "max_force_ha_per_bohr": 0.0803, "homo_ha": -0.3375, "e_lumo_ev": 0.56, "symbols": ["C", "C", "C", "N", "C", "O", "H", "H", "H", "H", "H", "H", "H", "H", "H"], "xyz": [[-1.8838, -0.4013, -0.5166], [-0.6693, -0.0474, -0.0940], [0.4072, -0.9985, 0.3550], [1.6604, -0.5861, -0.4601], [-0.3373, 1.3712, 0.2250], [0.7453, 1.8488, -0.3870], [-2.6410, 0.4899, -0.4931], [-2.4980, -1.4314, -0.4181], [0.7219, -0.6291, 1.4929], [0.0611, -2.1047, 0.2267], [2.5385, -0.8728, 0.2323], [1.7947, -0.9374, -1.5208], [-0.2340, 1.1672, 1.4899], [-1.1029, 2.0591, 0.0222], [1.4372, 1.0724, -0.1542]]}

No. 6
{"formula": "C4H9NO", "method": "wB97M-V/def2-TZVPD", "orbital_gap_ev": 8.38, "charge": 0, "smiles": "C=C(O)N(C)C", "e_tot_ha": -287.74228, "e_above_lowest_kj_mol": 236.8, "max_force_ha_per_bohr": 0.0269, "homo_ha": -0.2753, "e_lumo_ev": 0.89, "symbols": ["C", "C", "O", "N", "C", "C", "H", "H", "H", "H", "H", "H", "H", "H", "H"], "xyz": [[-1.5827, -0.9913, -0.8136], [-0.8673, 0.0862, -0.3465], [-1.5701, 1.2413, -0.4101], [0.3869, 0.1593, 0.1441], [1.0943, -1.0584, 0.4825], [1.0628, 1.4073, 0.4416], [-2.5564, -1.1175, -0.3451], [-1.1280, -1.8587, -1.2545], [-2.2168, 0.8246, -1.0381], [1.4468, -1.0223, 1.5217], [0.4167, -1.9061, 0.3671], [1.9606, -1.1974, -0.1758], [2.0898, 1.3721, 0.0574], [1.1120, 1.5819, 1.5266], [0.5275, 2.2366, -0.0213]]}

No. 7
{"formula": "C4H9NO", "method": "wB97M-V/def2-TZVPD", "orbital_gap_ev": 9.67, "charge": 0, "smiles": "CN[C@@H](C)C=O", "e_tot_ha": -287.71790, "e_above_lowest_kj_mol": 300.8, "max_force_ha_per_bohr": 0.0893, "homo_ha": -0.3332, "e_lumo_ev": 0.60, "symbols": ["C", "N", "C", "C", "C", "O", "H", "H", "H", "H", "H", "H", "H", "H", "H"], "xyz": [[0.1457, -1.5750, -1.5909], [0.4485, -1.0042, -0.1915], [-0.2766, 0.2095, 0.0354], [-1.6509, -0.2888, 0.6371], [0.2464, 1.3326, 0.8831], [1.3140, 1.7938, 0.4903], [-0.9822, -1.4675, -1.7022], [0.7333, -0.8792, -2.2184], [0.5794, -2.6126, -1.5894], [1.4520, -1.1016, -0.2621], [-0.4105, 0.8597, -0.8916], [-2.2958, 0.4313, 1.1088], [-2.1449, -0.9184, -0.1452], [-1.2401, -1.0449, 1.3615], [-0.1306, 1.3425, 1.9688]]}

No. 8
{"formula": "C4H9NO", "method": "wB97M-V/def2-TZVPD", "orbital_gap_ev": 10.88, "charge": 0, "smiles": "C[C@@H](O)[C@H]1CN1", "e_tot_ha": -287.76431, "e_above_lowest_kj_mol": 178.9, "max_force_ha_per_bohr": 0.0075, "homo_ha": -0.3597, "e_lumo_ev": 1.09, "symbols": ["C", "C", "O", "C", "C", "N", "H", "H", "H", "H", "H", "H", "H", "H", "H"], "xyz": [[-0.1362, 0.2133, -1.9439], [0.5236, -0.1564, -0.6290], [1.7961, 0.4587, -0.5882], [-0.2935, 0.2918, 0.5679], [-0.9083, -0.6693, 1.5065], [0.3505, -0.0068, 1.8468], [0.4758, -0.1272, -2.7830], [-1.1300, -0.2400, -2.0221], [-0.2385, 1.3007, -2.0188], [0.6360, -1.2518, -0.5720], [2.1277, 0.2876, 0.3067], [-0.7668, 1.2687, 0.4647], [-0.8201, -1.7365, 1.3175], [-1.8143, -0.3728, 2.0300], [0.1979, 0.7402, 2.5170]]}

No. 9
{"formula": "C4H9NO", "method": "wB97M-V/def2-TZVPD", "orbital_gap_ev": 10.73, "charge": 0, "smiles": "C[C@H]1N[C@H]1CO", "e_tot_ha": -287.75673, "e_above_lowest_kj_mol": 198.8, "max_force_ha_per_bohr": 0.0070, "homo_ha": -0.3570, "e_lumo_ev": 1.02, "symbols": ["C", "C", "N", "C", "C", "O", "H", "H", "H", "H", "H", "H", "H", "H", "H"], "xyz": [[-1.6541, 0.7399, 0.2964], [-0.8717, -0.1903, -0.6050], [0.3438, 0.3004, -1.2522], [0.4498, -0.8287, -0.3326], [1.4557, -0.5366, 0.7684], [1.2860, 0.7248, 1.3673], [-2.5910, 0.2589, 0.5996], [-1.0887, 1.0029, 1.1916], [-1.9116, 1.6577, -0.2463], [-1.5131, -0.7888, -1.2575], [0.4135, 0.0155, -2.2228], [0.5647, -1.8286, -0.7588], [2.4346, -0.5899, 0.2593], [1.4615, -1.2859, 1.5656], [1.2205, 1.3488, 0.6268]]}

No. 10
{"formula": "C4H9NO", "method": "wB97M-V/def2-TZVPD", "orbital_gap_ev": [8.18, 8.92], "charge": 0, "multiplicity": 3, "e_tot_ha": -287.52548, "e_above_lowest_kj_mol": 250.4, "max_force_ha_per_bohr": 0.1002, "homo_ha": [-0.2636, -0.3544], "e_lumo_ev": [1.01, -0.72], "symbols": ["C", "C", "C", "C", "N", "O", "H", "H", "H", "H", "H", "H", "H", "H", "H"], "xyz": [[2.2188, 1.5956, -1.5519], [-1.0530, -0.2128, 1.7507], [-0.8181, -1.3390, -0.3959], [-0.4463, -0.0941, 0.3715], [0.9469, 0.0222, 0.4039], [1.3779, 0.8262, -0.7502], [1.4801, 2.2355, -2.0923], [3.2984, 1.5968, -1.5682], [-2.0529, 0.0492, 1.7610], [-0.9515, -1.2845, 2.0231], [-0.5439, 0.6061, 2.3740], [-0.6977, -0.9188, -1.3998], [-1.7891, -1.6168, -0.3644], [-0.0725, -2.2236, -0.2988], [-0.8973, 0.7580, -0.2626]]}